[1]
Here is 2 unconnected molecules or ions with the total composition C3H8NO3S in a non-equilibrium geometry from the OMol25 dataset. Energies are from ωB97M-V/def2-TZVPD.

The geometry in ORCA input format:
```
! RIJCOSX wB97M-V def2-TZVPD def2/J DEFGRID3
* xyz -1 1
O 1.02 2.03 1.23
C 0.29 1.54 0.35
O -0.15 2.07 -0.71
C -0.13 0.02 0.53
C 0.91 -0.71 -0.30
S 0.64 -2.56 -0.29
N -0.06 -0.41 1.92
H -1.15 -0.04 0.16
H 0.77 -0.41 -1.34
H 1.93 -0.56 0.00
H 0.25 -2.72 0.95
H -0.80 0.02 2.46
H 0.84 -0.10 2.29
H -1.29 -0.14 -2.62
H -1.28 1.31 -2.04
O -1.81 0.66 -2.58
*
```

For the total energy, the calculation gives -21710.911 eV. Its orbital gap is 0.2825 hartree.

Löwdin atomic charge list, values in e, 5 entries: atom 1 (O): -0.0535, atom 2 (C): -0.6880, atom 3 (O): -0.0839, atom 4 (C): -0.4044, atom 5 (C): -0.4886

[2]
Here is a molecular structure, C42H29ClF3IN3O3SbSc from the OMol25 dataset. Energies are from ωB97M-V/def2-TZVPD.

The geometry in ORCA input format:
```
! RIJCOSX wB97M-V def2-TZVPD def2/J DEFGRID3
* xyz -1 1
Sc 0.34 1.70 -0.67
O -0.33 1.25 -2.53
C -1.38 1.48 -3.27
C -1.28 1.46 -4.67
C -2.38 1.70 -5.47
C -3.64 1.96 -4.92
C -3.76 1.96 -3.55
C -2.66 1.74 -2.71
C -2.90 1.71 -1.28
N -1.97 1.64 -0.40
N -2.41 1.50 0.93
C -1.42 0.99 1.61
O -0.27 0.68 1.12
C -1.63 0.70 3.06
C -2.81 1.05 3.70
C -2.99 0.76 5.04
C -1.99 0.11 5.76
C -0.80 -0.24 5.12
C -0.63 0.06 3.78
H -0.31 1.26 -5.10
H -2.26 1.68 -6.55
H -4.49 2.14 -5.55
H -4.72 2.15 -3.09
H -3.93 1.71 -0.93
H -3.59 1.55 3.14
H -3.91 1.03 5.54
H -2.13 -0.12 6.81
H -0.02 -0.74 5.67
H 0.29 -0.21 3.26
Cl 3.66 7.24 2.58
C 2.63 6.20 1.62
C 1.84 6.74 0.65
C 1.00 5.92 -0.14
I -0.16 6.82 -1.60
C 0.93 4.56 0.04
O 0.19 3.74 -0.63
C 1.78 4.01 1.08
N 1.70 2.67 1.21
C 2.44 2.07 2.10
C 3.33 2.77 2.94
C 3.42 4.13 2.82
C 2.63 4.80 1.86
H 1.86 7.80 0.48
H 2.34 0.99 2.16
H 3.93 2.23 3.66
H 4.09 4.70 3.45
C 2.50 1.17 -1.23
H 3.15 2.04 -1.18
H 2.56 0.76 -2.25
H 2.94 0.42 -0.56
F 1.20 -4.92 -6.13
C 0.97 -4.25 -4.97
C -0.20 -4.49 -4.28
C -0.41 -3.80 -3.09
C 0.51 -2.89 -2.60
C 1.67 -2.66 -3.35
C 1.91 -3.34 -4.54
Sb 0.19 -1.67 -0.87
C -1.43 -2.76 -0.05
C -2.58 -2.08 0.33
C -3.66 -2.76 0.89
C -3.56 -4.12 1.05
F -4.61 -4.79 1.59
C -2.44 -4.84 0.69
C -1.37 -4.14 0.14
C 1.70 -2.50 0.40
C 1.42 -3.04 1.65
C 2.43 -3.47 2.50
C 3.74 -3.34 2.08
F 4.73 -3.75 2.90
C 4.07 -2.79 0.86
C 3.04 -2.36 0.03
H -0.91 -5.20 -4.67
H -1.34 -3.99 -2.56
H 2.39 -1.91 -3.04
H 2.81 -3.16 -5.12
H -2.65 -1.01 0.20
H -4.56 -2.24 1.20
H -2.41 -5.91 0.84
H -0.48 -4.70 -0.14
H 0.40 -3.13 1.98
H 2.22 -3.89 3.47
H 5.11 -2.69 0.58
H 3.31 -1.89 -0.91
*
```

For the total energy, the calculation gives -110657.328 eV. Its orbital gap is 0.2669 hartree.

Löwdin atomic charge list, values in e, 5 entries: atom 1 (Sc): 0.8965, atom 2 (O): -0.2135, atom 3 (C): -0.3419, atom 4 (C): -0.0152, atom 5 (C): -0.1037

[3]
Here is 3 unconnected molecules or ions with the total composition C34H26B3F3O8 in a non-equilibrium geometry from the OMol25 dataset. Energies are from ωB97M-V/def2-TZVPD.

The geometry in ORCA input format:
```
! RIJCOSX wB97M-V def2-TZVPD def2/J DEFGRID3
* xyz 0 1
C -0.23 4.47 -4.18
C -0.39 3.16 -3.83
B 0.67 2.05 -3.81
O 1.63 1.91 -4.80
B 2.87 1.71 -4.24
O 3.02 0.93 -3.11
B 1.93 0.95 -2.25
C 2.05 0.80 -0.69
C 1.06 1.75 -0.03
O 1.41 3.07 -0.46
C 1.56 4.01 0.55
C 2.64 5.00 0.14
F 2.44 6.20 0.72
F 2.72 5.15 -1.19
F 3.87 4.55 0.54
O 0.68 1.09 -2.79
H 0.53 5.07 -3.68
H -0.87 4.92 -4.91
H -1.38 2.88 -3.45
H 3.81 2.25 -4.72
H 1.77 -0.22 -0.44
H 3.06 0.96 -0.31
H 1.05 1.63 1.05
H 0.07 1.52 -0.42
H 0.65 4.60 0.70
H 1.85 3.58 1.51
C 6.04 0.12 3.94
C 6.89 -0.86 4.45
C 6.44 -2.15 4.62
C 5.13 -2.48 4.30
C 4.27 -1.50 3.80
C 4.73 -0.20 3.62
C 2.85 -1.82 3.49
O 2.10 -0.96 3.05
C 2.37 -3.21 3.72
C 1.04 -3.51 3.48
C 0.58 -4.80 3.68
C 1.45 -5.80 4.11
C 2.78 -5.50 4.36
C 3.24 -4.20 4.17
C 4.67 -3.89 4.47
O 5.43 -4.75 4.85
H 6.40 1.13 3.80
H 7.91 -0.60 4.71
H 7.10 -2.92 5.01
H 4.07 0.55 3.23
H 0.36 -2.74 3.14
H -0.46 -5.04 3.50
H 1.09 -6.81 4.26
H 3.46 -6.26 4.70
C -5.13 -0.62 -5.90
C -6.21 -1.44 -5.62
C -6.67 -1.57 -4.32
C -6.04 -0.89 -3.29
C -4.93 -0.08 -3.57
C -4.49 0.06 -4.88
C -4.21 0.62 -2.48
O -3.25 1.33 -2.72
C -4.68 0.43 -1.08
C -3.99 1.04 -0.04
C -4.42 0.88 1.27
C -5.56 0.12 1.54
C -6.25 -0.49 0.51
C -5.81 -0.34 -0.80
C -6.55 -1.03 -1.90
O -7.54 -1.69 -1.66
H -4.78 -0.51 -6.92
H -6.71 -1.98 -6.42
H -7.52 -2.21 -4.10
H -3.64 0.69 -5.09
H -3.11 1.63 -0.25
H -3.88 1.35 2.08
H -5.90 0.01 2.56
H -7.13 -1.08 0.71
*
```

As for the SMILES: O=C1c2ccccc2C(=O)c2ccccc21.O=C1c2ccccc2C(=O)c2ccccc21.C=CB1OBOB(CCOCC(F)(F)F)O1. For the total energy, the calculation gives -62247.643 eV. Its orbital gap is 0.2693 hartree.

Löwdin atomic charge list, values in e, 5 entries: atom 1 (C): 0.0487, atom 2 (C): 0.0029, atom 3 (B): -0.5522, atom 4 (O): 0.2650, atom 5 (B): -0.3209

[4]
Here is a molecular structure, C2H2BrFO in a non-equilibrium geometry from the OMol25 dataset. Energies are from ωB97M-V/def2-TZVPD.

The geometry in ORCA input format:
```
! RIJCOSX wB97M-V def2-TZVPD def2/J DEFGRID3
* xyz 0 3
C 0.68 0.86 0.40
C -0.45 -0.68 -0.31
O 0.43 1.61 1.33
F 1.73 0.95 -0.39
Br -2.07 -0.67 0.53
H -0.52 -0.57 -1.35
H 0.20 -1.48 -0.21
*
```

For the total energy, the calculation gives -76907.418 eV. Its orbital gap (alpha / beta) is 0.2534 / 0.2697 hartree.

Löwdin atomic charge list, values in e, 5 entries: atom 1 (C): -0.3661, atom 2 (C): -0.6280, atom 3 (O): 0.1244, atom 4 (F): 0.1189, atom 5 (Br): 0.7425

[5]
Here is C13H16N4O2 in the gas phase in a non-equilibrium geometry from the OMol25 dataset. Energies are from ωB97M-V/def2-TZVPD.

The geometry in ORCA input format:
```
! RIJCOSX wB97M-V def2-TZVPD def2/J DEFGRID3
* xyz 0 1
N -1.61 0.51 3.36
N 0.02 1.77 4.48
O 0.63 0.81 -0.17
O 1.31 -0.08 -4.26
C -1.11 1.13 4.42
C 2.77 2.56 2.33
C 2.38 1.89 1.18
C 1.92 2.51 3.43
C -0.87 0.47 2.32
C 1.12 1.24 1.05
C 0.72 1.79 3.39
C 0.34 1.13 2.21
N -1.79 1.20 5.58
N -1.52 -0.22 1.39
C 0.13 -1.75 -1.79
C 1.57 0.39 -1.19
C 0.23 0.29 -3.38
C 1.95 -0.95 -3.30
C 0.95 -0.51 -2.26
H 3.72 3.01 2.37
H 3.00 1.94 0.29
H 2.19 3.00 4.35
H -2.75 1.13 5.42
H -1.45 1.98 6.15
H -1.30 0.00 0.45
H -2.48 -0.28 1.63
H -0.60 -2.12 -2.53
H -0.45 -1.52 -0.91
H 0.79 -2.54 -1.56
H 2.38 -0.13 -0.73
H 1.98 1.29 -1.69
H 0.15 1.35 -3.18
H -0.74 -0.16 -3.71
H 2.97 -0.60 -3.06
H 1.98 -2.03 -3.57
*
```

As for the SMILES: CC1(COc2cccc3nc(N)nc(N)c23)COC1. For the total energy, the calculation gives -23794.974 eV. Its orbital gap is 0.3085 hartree.

Löwdin atomic charge list, values in e, 5 entries: atom 1 (N): 0.1766, atom 2 (N): 0.1485, atom 3 (O): -0.0444, atom 4 (O): -0.0991, atom 5 (C): -0.4786

[6]
Here is 2 unconnected molecules or ions with the total composition C13H19Cl in a non-equilibrium geometry from the OMol25 dataset. Energies are from ωB97M-V/def2-TZVPD.

The geometry in ORCA input format:
```
! RIJCOSX wB97M-V def2-TZVPD def2/J DEFGRID3
* xyz 0 1
C 0.52 3.27 -2.13
C 0.97 3.14 -0.82
C -0.21 2.20 -2.68
C 0.66 2.06 -0.03
C -0.45 1.05 -2.00
C -0.08 1.04 -0.68
C 1.18 1.96 1.38
C -1.16 -0.04 -2.69
C -1.04 -2.25 3.07
C 1.49 -1.78 -0.05
C -0.79 -1.01 2.20
C 0.07 -2.22 0.04
C -0.89 -1.27 0.75
Cl -2.48 -1.43 0.13
H 0.86 4.07 -2.70
H 1.76 3.80 -0.56
H -0.40 2.25 -3.78
H 1.59 1.02 1.60
H 1.87 2.71 1.54
H 0.40 2.12 2.12
H -1.07 -0.09 -3.78
H -0.97 -1.04 -2.34
H -2.21 -0.11 -2.54
H -1.94 -2.72 2.47
H -1.26 -2.13 4.08
H -0.26 -2.97 2.89
H 1.88 -1.55 1.02
H 2.06 -2.52 -0.45
H 1.56 -0.92 -0.72
H 0.18 -0.69 2.39
H -1.48 -0.19 2.40
H 0.01 -3.16 0.71
H -0.35 -2.62 -0.87
*
```

For the total energy, the calculation gives -26307.203 eV. Its orbital gap (alpha / beta) is 0.3321 / 0.2920 hartree.

Löwdin atomic charge list, values in e, 5 entries: atom 1 (C): -0.0633, atom 2 (C): -0.0731, atom 3 (C): -0.0602, atom 4 (C): -0.2484, atom 5 (C): -0.3121

Repeat the sixth record exactly.
Here is 2 unconnected molecules or ions with the total composition C13H19Cl in a non-equilibrium geometry from the OMol25 dataset. Energies are from ωB97M-V/def2-TZVPD.

The geometry in ORCA input format:
```
! RIJCOSX wB97M-V def2-TZVPD def2/J DEFGRID3
* xyz 0 1
C 0.52 3.27 -2.13
C 0.97 3.14 -0.82
C -0.21 2.20 -2.68
C 0.66 2.06 -0.03
C -0.45 1.05 -2.00
C -0.08 1.04 -0.68
C 1.18 1.96 1.38
C -1.16 -0.04 -2.69
C -1.04 -2.25 3.07
C 1.49 -1.78 -0.05
C -0.79 -1.01 2.20
C 0.07 -2.22 0.04
C -0.89 -1.27 0.75
Cl -2.48 -1.43 0.13
H 0.86 4.07 -2.70
H 1.76 3.80 -0.56
H -0.40 2.25 -3.78
H 1.59 1.02 1.60
H 1.87 2.71 1.54
H 0.40 2.12 2.12
H -1.07 -0.09 -3.78
H -0.97 -1.04 -2.34
H -2.21 -0.11 -2.54
H -1.94 -2.72 2.47
H -1.26 -2.13 4.08
H -0.26 -2.97 2.89
H 1.88 -1.55 1.02
H 2.06 -2.52 -0.45
H 1.56 -0.92 -0.72
H 0.18 -0.69 2.39
H -1.48 -0.19 2.40
H 0.01 -3.16 0.71
H -0.35 -2.62 -0.87
*
```

For the total energy, the calculation gives -26307.203 eV. Its orbital gap (alpha / beta) is 0.3321 / 0.2920 hartree.

Löwdin atomic charge list, values in e, 5 entries: atom 1 (C): -0.0633, atom 2 (C): -0.0731, atom 3 (C): -0.0602, atom 4 (C): -0.2484, atom 5 (C): -0.3121